58
Properties=species:S:1:pos:R:3:lowdin_charge:R:1 method="wB97M-V/def2-TZVPD" e_tot_ha=-2664.3248 total_charge=+1 lumo_ev="-4.50 / -4.50" e_homo_ha="-0.362 / -0.362" largest_force_ha_per_bohr=0.2985 gap_ev="5.351 / 5.352"
Ce -0.897 -0.442 0.057 0.018
Te -0.534 -3.287 1.444 0.921
Cl -0.241 -1.887 -1.697 0.344
P 1.021 0.750 -0.272 0.918
C -3.159 -0.877 0.113 -0.129
C 2.816 -1.408 -0.061 -0.094
C -2.830 -0.054 -0.999 -0.169
C 2.478 1.576 1.970 -0.048
C 0.415 2.195 -4.045 -0.049
C -2.751 -0.187 1.275 -0.173
C 0.492 2.849 1.511 -0.115
C 4.042 -2.032 -0.245 -0.046
C 5.063 -1.387 -0.927 -0.051
C 4.857 -0.109 -1.427 -0.052
C -3.042 -4.502 0.119 -0.161
C 1.380 1.833 1.155 -0.315
C -2.212 1.082 0.900 -0.190
C 0.710 3.605 2.650 -0.050
C 0.455 1.388 -2.919 -0.089
C 3.635 0.519 -1.246 -0.060
C 1.330 4.017 -2.780 -0.051
C -5.216 -4.796 1.150 -0.081
C 0.846 3.513 -3.978 -0.051
C 1.809 3.345 3.459 -0.046
C -4.374 -4.925 0.041 -0.080
C 2.689 2.329 3.116 -0.043
C -2.270 1.161 -0.527 -0.184
C 1.379 3.210 -1.652 -0.076
C -4.727 -4.245 2.338 -0.079
C 0.933 1.890 -1.709 -0.330
C -3.397 -3.818 2.417 -0.163
C 2.608 -0.125 -0.558 -0.333
C -2.552 -3.943 1.308 -0.656
H -3.023 -3.391 3.339 0.087
H 1.674 5.041 -2.720 0.116
H -1.954 1.990 -1.136 0.147
H 2.027 -1.914 0.468 0.047
H 0.046 1.791 -4.978 0.117
H 3.484 1.510 -1.650 0.107
H -2.783 -0.574 2.278 0.140
H -6.246 -5.124 1.090 0.103
H 0.021 4.398 2.909 0.117
H -3.560 -1.873 0.069 0.128
H -2.940 -0.330 -2.033 0.145
H 3.544 2.117 3.744 0.118
H 1.977 3.932 4.352 0.117
H -2.396 -4.602 -0.743 0.092
H 4.192 -3.031 0.141 0.118
H 6.016 -1.879 -1.071 0.115
H -0.364 3.063 0.886 0.104
H 0.809 4.143 -4.857 0.116
H -5.378 -4.148 3.197 0.104
H 1.765 3.613 -0.727 0.109
H 3.165 0.783 1.713 0.110
H 5.646 0.400 -1.965 0.114
H -1.853 1.839 1.573 0.129
H 0.128 0.359 -2.976 0.059
H -4.756 -5.351 -0.879 0.104